Entry 1:
Computed, not measured: an isolated ion of composition C6H7N2O3 and charge -1 in a non-equilibrium geometry, with ωB97M-V/def2-TZVPD.

## Properties
SMILES	NN(C=O)/C=C\C=C=C([O-])O
E_LUMO	0.14291	Ha
gap between HOMO and LUMO	7.01	eV
F_max	4.226	eV/Å
total charge	-1
energy relative to the best compared isomer or geometry (same formula, charge and spin)	74.4	kcal per mole

Cartesian coordinates (Å):
N -0.096 -1.468 1.340
N 0.891 -1.231 0.350
C 0.625 -1.355 -0.945
O -0.237 -2.147 -1.359
C 1.835 -0.148 0.747
C 1.634 1.171 0.693
C 0.325 1.679 0.393
C -0.618 1.021 -0.257
C -1.900 0.876 -0.574
O -2.726 0.380 0.212
O -2.227 0.933 -1.924
H -0.315 -2.381 1.247
H -0.928 -0.825 1.135
H 1.188 -0.845 -1.733
H 2.910 -0.502 0.948
H 2.489 1.822 1.039
H 0.129 2.692 0.705
H -2.982 0.328 -2.018

Atomic partial charges in e from the Löwdin method, atoms 1 to 8:
1 N 0.1039
2 N -0.1743
3 C -0.3649
4 O -0.0383
5 C -0.1183
6 C -0.1409
7 C -0.1705
8 C -0.0330



Entry 2:
Computed, not measured: an isolated ion of composition C6H7N2O4 and charge -1 in a non-equilibrium geometry, with ωB97M-V/def2-TZVPD.

## Properties
SMILES	CC(C)/N=C(\[O-])OC(=O)N=C=O
E_LUMO	0.13699	Ha
gap between HOMO and LUMO	8.74	eV
F_max	4.569	eV/Å
total charge	-1
energy relative to the best compared isomer or geometry (same formula, charge and spin)	19.8	kcal per mole

Cartesian coordinates (Å):
C -0.314 0.613 -1.219
C 0.425 -0.450 -0.244
C 0.009 -0.224 1.166
N 1.828 -0.135 -0.351
C 2.225 1.043 -0.007
O 1.584 1.990 0.403
O 3.738 1.299 -0.159
C 4.640 0.388 -0.116
O 5.792 0.556 -0.349
N 4.256 -0.974 0.210
C 3.231 -1.539 0.434
O 2.530 -2.489 0.640
H 0.558 0.980 -1.876
H -1.191 0.041 -1.568
H -0.609 1.366 -0.462
H 0.352 -1.516 -0.554
H -1.079 -0.495 1.442
H 0.002 0.834 1.586
H 0.623 -0.902 1.728

Atomic partial charges in e from the Löwdin method, atoms 1 to 8:
1 C -0.0486
2 C -0.4301
3 C -0.1146
4 N 0.0211
5 C -0.5301
6 O 0.0261
7 O 0.1211
8 C -0.6028



Entry 3:
Computed, not measured: C6H7N3 as an isolated structure in a non-equilibrium geometry, with ωB97M-V/def2-TZVPD.

## Properties
E_LUMO	-0.02560	Ha
gap between HOMO and LUMO	8.81	eV
F_max	8.175	eV/Å
energy relative to the best compared isomer or geometry (same formula, charge and spin)	168.4	kcal per mole

Cartesian coordinates (Å):
C -3.012 -0.729 0.767
C -2.534 -0.497 -0.562
C -1.193 -0.405 -0.674
C 1.635 1.288 -0.178
C 2.107 0.039 0.599
C 3.342 -0.660 0.220
H -2.122 -0.379 1.582
H -4.090 -0.285 0.910
H -3.349 -0.200 -1.587
H -0.785 -0.667 -1.709
H 1.774 1.859 -1.235
H 1.152 1.909 0.527
H 2.166 0.079 1.833
N -0.276 -0.032 0.187
N 1.005 0.001 -0.337
N 4.181 -1.323 -0.342

Atomic partial charges in e from the Löwdin method, atoms 1 to 8:
1 C -0.0082
2 C -0.2175
3 C -0.2541
4 C -0.0949
5 C -0.2623
6 C -0.1690
7 H 0.1252
8 H 0.0742